{"formula": "C23H66O10", "method": "wB97M-V/def2-TZVPD", "gap_ev": 10.10, "energy_ha": -1668.1922, "smiles": "CC(C)O.CC(C)O.CC(C)O.CCO.CCO.CCO.CCO.CCO.CCO.CCO", "elements": ["C", "C", "C", "O", "H", "H", "H", "H", "H", "H", "H", "H", "C", "C", "C", "O", "H", "H", "H", "H", "H", "H", "H", "H", "C", "C", "C", "O", "H", "H", "H", "H", "H", "H", "H", "H", "C", "C", "O", "H", "H", "H", "H", "H", "H", "C", "C", "O", "H", "H", "H", "H", "H", "H", "C", "C", "O", "H", "H", "H", "H", "H", "H", "C", "C", "O", "H", "H", "H", "H", "H", "H", "C", "C", "O", "H", "H", "H", "H", "H", "H", "C", "C", "O", "H", "H", "H", "H", "H", "H", "C", "C", "O", "H", "H", "H", "H", "H", "H"], "xyz": [[5.07252, -0.61380, 1.39283], [5.58513, -0.25681, -0.03741], [5.03696, 1.12259, -0.46056], [7.02656, -0.34307, 0.05502], [5.40706, 0.21404, 2.04860], [5.52759, -1.52672, 1.81870], [3.98267, -0.69699, 1.45393], [5.25344, -1.07565, -0.64903], [3.91997, 1.22041, -0.53180], [5.50661, 1.29414, -1.44716], [5.36526, 1.90383, 0.27007], [7.37451, -0.69263, -0.77186], [-6.39081, -1.04381, 2.94092], [-5.59633, -1.26349, 1.70161], [-4.33614, -2.04754, 1.90575], [-6.37336, -1.93811, 0.63799], [-7.28425, -0.42438, 2.72506], [-5.81741, -0.60917, 3.81180], [-6.76469, -2.03606, 3.24376], [-5.29150, -0.26010, 1.32192], [-3.54188, -1.83184, 1.19702], [-4.53770, -3.08970, 2.01897], [-3.88516, -1.73031, 2.85518], [-7.30735, -1.71225, 0.73643], [0.92447, -0.54600, -0.36225], [-0.47869, -0.32215, -0.81742], [-0.96336, 1.08014, -0.65406], [-0.57758, -0.68353, -2.18710], [1.59093, -0.17921, -1.13304], [1.11761, -1.62544, -0.30196], [1.06884, -0.15713, 0.62726], [-1.16418, -1.02053, -0.27493], [-0.94334, 1.41685, 0.33169], [-1.93891, 1.22382, -1.15499], [-0.21398, 1.66131, -1.18149], [-1.46487, -1.11420, -2.29173], [-1.49659, 4.78913, -2.32428], [-2.31376, 4.38482, -1.14889], [-1.63208, 4.70503, 0.05614], [-1.94218, 4.45330, -3.30372], [-0.50332, 4.31558, -2.33829], [-1.38519, 5.86315, -2.49666], [-2.45804, 3.32795, -1.17898], [-3.26805, 4.88871, -1.04754], [-0.93455, 5.36643, -0.05414], [2.26466, 1.66353, -4.35016], [1.11582, 0.73036, -4.73872], [1.20521, -0.52212, -4.11746], [2.26523, 1.83310, -3.28921], [2.20808, 2.65560, -4.90007], [3.19519, 1.22199, -4.66584], [1.17426, 0.57085, -5.84017], [0.18649, 1.26317, -4.52931], [0.48411, -0.64868, -3.49612], [3.08287, -3.65765, -3.82905], [3.62208, -2.28517, -3.76092], [4.97162, -2.25557, -3.25206], [2.06914, -3.70248, -4.16609], [3.03873, -4.09981, -2.81817], [3.70250, -4.28782, -4.47385], [3.07041, -1.59714, -3.13143], [3.53326, -1.89654, -4.76475], [5.48548, -2.90360, -3.79488], [-4.20202, -4.28838, -1.22669], [-2.88031, -3.65584, -1.59023], [-3.04614, -2.31692, -1.95284], [-4.66644, -3.61719, -0.47196], [-4.06891, -5.26114, -0.70755], [-4.81009, -4.30709, -2.08706], [-2.34507, -4.18930, -2.35560], [-2.21662, -3.73573, -0.67735], [-3.93683, -2.11031, -1.84751], [0.63353, -2.33351, 3.04822], [1.60865, -1.24314, 3.36491], [0.77209, -0.11013, 3.61325], [1.03997, -3.33029, 2.97500], [0.18201, -2.14133, 2.05628], [-0.07488, -2.27751, 3.85349], [2.29039, -1.09881, 2.55120], [2.19712, -1.47723, 4.25240], [1.34210, 0.67727, 3.58083], [-3.64949, 2.04263, 3.82405], [-2.23180, 1.59799, 3.49463], [-2.10904, 0.24861, 3.11144], [-4.30667, 1.94403, 2.99115], [-3.57170, 3.12297, 4.05915], [-4.09091, 1.37631, 4.59907], [-1.61914, 1.77488, 4.36047], [-1.85339, 2.23889, 2.70647], [-1.17657, -0.00912, 3.10134], [1.70738, 3.25176, 1.60500], [2.86245, 2.57636, 2.32238], [2.52307, 2.14926, 3.63410], [1.92416, 3.61136, 0.59595], [1.41702, 4.13930, 2.14915], [0.82768, 2.62297, 1.52823], [3.68487, 3.27902, 2.40906], [3.23256, 1.73098, 1.72112], [2.98093, 2.64572, 4.32536]], "lowdin_charge": [-0.060, -0.458, -0.057, -0.057, 0.081, 0.083, 0.043, 0.113, 0.073, 0.079, 0.083, 0.085, -0.074, -0.486, -0.065, -0.074, 0.085, 0.096, 0.090, 0.137, 0.070, 0.077, 0.075, 0.075, -0.034, -0.491, -0.033, -0.076, 0.076, 0.093, 0.063, 0.140, 0.047, 0.094, 0.087, 0.096, -0.102, -0.320, -0.096, 0.092, 0.075, 0.074, 0.072, 0.110, 0.080, -0.089, -0.329, -0.097, 0.049, 0.091, 0.058, 0.113, 0.104, 0.023, -0.098, -0.339, -0.102, 0.067, 0.085, 0.079, 0.091, 0.102, 0.092, -0.072, -0.326, -0.058, 0.060, 0.097, 0.062, 0.105, 0.123, 0.055, -0.076, -0.302, -0.099, 0.074, 0.072, 0.077, 0.070, 0.118, 0.049, -0.079, -0.335, -0.091, 0.047, 0.086, 0.081, 0.104, 0.095, 0.040, -0.069, -0.294, -0.083, 0.080, 0.072, 0.054, 0.113, 0.084, 0.106]}